Formula: C7H7FN2O3
Source: the OMol25 dataset
Level of theory: ωB97M-V/def2-TZVPD

```
20
Properties=species:S:1:pos:R:3:lowdin_charge:R:1
C 0.82723 -0.67212 -1.08302 -0.071
C 1.77399 -1.34051 -0.37276 -0.076
C -0.16323 0.24614 -0.51860 -0.111
C 1.78570 -1.79824 0.98967 0.054
C -1.23566 1.85629 1.02876 -0.542
C -0.04309 1.04496 0.56709 0.019
C 0.72447 -2.07815 1.79038 -0.184
N -2.45823 1.34153 0.70742 0.159
N -0.68039 -2.03082 1.52174 -0.309
O -1.11266 2.87315 1.68089 0.059
O -1.03325 -1.78827 0.37529 0.052
O -1.44865 -2.25177 2.43631 0.123
F 0.89675 -2.63888 2.99047 0.109
H 0.87737 -0.78232 -2.20858 0.132
H 2.46195 -1.68551 -1.12152 0.101
H -1.22054 0.26003 -0.93991 0.117
H 2.66336 -2.06809 1.37606 0.084
H 0.83031 1.24588 1.13565 0.112
H -2.41642 0.75305 -0.11799 0.069
H -3.03897 2.14513 0.70091 0.101
```

2S+1 = 1
Charge = 0
Structure (SMILES) = NC(=O)/C=C/C=C\C=C(\F)[N+](=O)[O-]
Orbital gap = 7.787 eV
Calculated total energy = -19207.06961 eV
Energy above the lowest of the compared OMol25 structures with the same formula, charge and spin = 0.0 kJ/mol